# 1
{"formula": "C61H94N6O24", "method": "ωB97M-V/def2-TZVPD", "multiplicity": 1, "e_homo_ev": -8.006, "homo_lumo_gap_ev": 8.6, "symbols": ["N", "C", "C", "C", "C", "H", "H", "H", "H", "H", "C", "C", "O", "C", "O", "O", "C", "H", "H", "H", "H", "H", "H", "H", "H", "C", "C", "O", "C", "O", "O", "C", "H", "H", "H", "H", "H", "H", "H", "H", "C", "C", "O", "C", "O", "O", "C", "H", "H", "H", "H", "H", "H", "H", "H", "C", "C", "O", "C", "O", "O", "C", "H", "H", "H", "H", "H", "H", "H", "H", "C", "C", "O", "C", "O", "O", "C", "H", "H", "H", "H", "H", "H", "H", "H", "C", "C", "O", "C", "O", "O", "C", "H", "H", "H", "H", "H", "H", "H", "H", "C", "C", "O", "C", "O", "O", "C", "H", "H", "H", "H", "H", "H", "H", "H", "C", "C", "O", "C", "O", "O", "C", "H", "H", "H", "H", "H", "H", "H", "H", "N", "C", "C", "C", "C", "C", "H", "H", "H", "H", "H", "N", "C", "C", "C", "C", "C", "H", "H", "H", "H", "H", "N", "C", "C", "C", "C", "C", "H", "H", "H", "H", "H", "N", "C", "C", "C", "C", "C", "H", "H", "H", "H", "H", "N", "C", "C", "C", "C", "C", "H", "H", "H", "H", "H"], "positions_angstrom": [[17.91205, 13.81878, 13.91432], [18.85192, 13.18871, 13.10996], [18.20918, 12.72452, 11.96902], [16.88001, 13.18615, 11.97758], [16.71917, 13.84731, 13.23511], [18.23543, 14.15652, 14.80956], [19.82637, 13.02540, 13.54604], [18.65731, 12.20920, 11.13235], [16.21976, 13.03170, 11.13697], [15.90032, 14.39518, 13.67751], [18.88373, 12.50615, 21.44515], [18.02369, 11.56653, 20.51990], [17.12008, 10.84522, 21.32887], [17.46034, 9.67174, 21.93663], [16.69277, 9.15658, 22.68460], [18.80056, 9.35581, 21.72156], [19.39863, 8.32415, 22.45214], [19.40591, 13.16166, 20.74820], [19.64665, 11.90829, 21.94376], [18.26333, 13.10677, 22.11032], [18.80597, 10.95902, 20.06485], [17.55876, 12.10254, 19.69248], [20.13519, 7.78923, 21.85260], [18.67860, 7.58312, 22.79930], [19.88654, 8.89631, 23.24124], [25.41630, 19.21267, 21.92100], [24.49379, 20.48982, 21.81393], [23.15209, 20.12268, 21.45656], [22.88393, 19.89650, 20.13141], [23.64466, 19.95723, 19.16853], [21.58801, 19.48816, 20.06539], [20.94848, 18.98841, 18.92093], [25.67888, 18.77118, 20.95963], [25.07037, 18.31742, 22.43768], [26.38113, 19.38525, 22.39790], [24.88296, 21.21864, 21.10296], [24.35790, 21.04015, 22.74494], [19.87248, 18.81430, 18.91876], [21.35677, 18.02988, 18.60061], [21.18317, 19.66948, 18.10290], [18.22450, 17.43407, 21.58756], [18.46816, 16.25472, 22.70234], [17.70662, 16.64211, 23.89070], [18.19709, 17.28302, 24.96561], [19.33043, 17.65857, 25.20438], [17.17234, 17.52351, 25.86450], [17.53787, 18.00199, 27.09948], [17.19875, 17.33289, 21.23301], [18.82316, 17.23945, 20.69772], [18.45640, 18.44575, 21.92047], [19.51325, 16.19011, 23.00518], [18.29834, 15.23242, 22.36446], [18.34374, 17.50467, 27.63925], [16.65303, 17.99461, 27.73596], [17.73656, 19.07372, 27.09523], [15.19786, 13.16044, 23.81735], [14.73021, 14.65664, 23.79413], [14.20979, 15.11522, 22.51840], [14.94619, 15.12368, 21.35094], [16.07301, 14.66425, 21.25142], [14.23565, 15.69441, 20.27326], [12.80956, 15.98373, 20.31498], [14.31812, 12.52055, 23.74874], [15.50691, 13.04149, 24.85584], [16.00505, 12.86667, 23.14636], [15.57346, 15.25686, 24.13583], [13.94929, 14.74670, 24.54922], [12.40102, 16.04604, 19.30636], [12.55867, 16.91909, 20.81524], [12.27732, 15.20292, 20.85827], [16.36842, 13.35688, 17.62997], [17.18050, 14.60325, 17.91146], [17.59675, 15.33816, 16.80227], [18.38165, 16.43753, 16.98828], [18.63607, 16.98376, 18.07373], [18.82981, 16.80730, 15.81377], [19.82630, 17.79070, 15.74335], [15.69366, 13.65272, 16.82668], [15.86243, 12.99840, 18.52639], [16.92937, 12.49431, 17.27023], [18.09708, 14.38446, 18.45929], [16.60754, 15.29841, 18.52510], [20.27626, 17.84294, 14.75193], [20.66438, 17.68436, 16.43212], [19.36620, 18.75000, 15.98027], [18.85299, 16.29632, 10.55604], [19.63743, 16.76055, 11.85602], [20.06210, 18.04378, 11.80099], [21.09127, 18.44979, 10.95967], [21.87025, 17.68606, 10.45197], [21.07880, 19.79016, 10.83925], [22.08462, 20.44869, 10.12953], [18.06124, 17.01105, 10.33156], [18.54059, 15.26929, 10.74505], [19.47734, 16.44835, 9.67560], [20.50794, 16.12450, 12.01646], [19.11525, 16.64325, 12.80558], [22.99384, 20.53781, 10.72407], [21.78589, 21.45247, 9.82740], [22.26834, 19.83835, 9.24532], [16.80919, 18.80469, 13.44224], [16.29681, 17.44841, 12.96727], [14.95119, 17.32851, 12.57247], [13.95882, 17.49318, 13.38137], [14.05208, 17.69494, 14.60024], [12.84049, 17.32008, 12.63754], [11.51437, 17.11965, 13.17850], [16.59716, 19.50634, 12.63550], [17.84946, 18.90447, 13.75205], [16.13533, 19.15775, 14.22285], [16.28539, 16.74460, 13.79951], [16.88975, 17.03211, 12.15288], [11.53441, 16.47629, 14.05816], [10.86598, 16.58904, 12.48126], [11.10725, 18.08269, 13.48657], [12.75928, 14.73858, 16.49455], [12.16421, 13.37499, 17.01672], [11.59953, 13.40894, 18.32878], [10.92336, 12.38572, 18.90578], [10.81594, 11.30082, 18.41680], [10.50258, 12.74595, 20.13118], [9.60166, 11.85636, 20.75721], [13.46333, 14.62179, 15.67068], [13.24434, 15.19308, 17.35840], [11.85870, 15.31433, 16.28109], [13.01021, 12.68995, 16.96094], [11.39131, 12.90371, 16.40958], [9.32373, 12.27769, 21.72330], [10.15735, 10.94787, 20.98949], [8.79371, 11.62076, 20.06453], [19.62509, 12.79364, 16.17613], [20.29912, 13.30270, 17.28115], [21.07265, 12.46505, 18.10870], [21.20044, 11.17413, 17.75829], [20.54088, 10.62609, 16.66497], [19.86282, 11.51262, 15.83915], [20.19005, 14.31376, 17.64484], [21.55375, 12.82365, 19.00666], [21.59008, 10.44193, 18.45001], [20.59098, 9.57144, 16.43777], [19.43421, 11.13822, 14.92126], [21.59258, 20.99734, 15.82208], [21.18935, 21.07263, 14.51882], [22.06146, 21.37109, 13.46261], [23.37227, 21.69965, 13.81512], [23.85925, 21.61592, 15.12568], [22.90102, 21.30864, 16.09719], [20.17175, 20.79400, 14.28805], [21.57875, 21.28677, 12.50017], [24.04999, 22.03577, 13.04433], [24.87933, 21.87204, 15.37114], [23.18016, 21.28055, 17.14012], [22.88595, 15.65672, 16.53509], [23.51776, 16.82284, 16.78500], [23.62339, 17.79733, 15.79338], [23.25667, 17.49342, 14.51241], [22.67461, 16.26299, 14.20528], [22.53833, 15.32685, 15.25804], [24.01075, 17.00714, 17.72808], [24.06019, 18.75729, 16.02593], [23.48188, 18.14428, 13.68051], [22.42599, 15.99230, 13.18975], [22.16537, 14.31331, 15.26387], [15.05094, 10.16170, 17.30945], [15.66981, 10.01414, 16.14903], [15.00763, 10.07389, 14.90377], [13.64464, 10.12032, 14.94720], [12.98077, 10.21479, 16.14105], [13.71252, 10.25809, 17.32579], [16.74327, 10.00144, 16.26699], [15.59480, 10.10621, 13.99790], [13.12096, 10.08915, 14.00317], [11.91083, 10.08852, 16.06570], [13.31330, 10.17179, 18.32558], [14.78289, 21.33797, 16.88353], [14.78222, 20.11362, 16.47835], [15.23820, 19.03505, 17.23946], [15.88836, 19.35913, 18.46031], [16.01442, 20.69346, 18.86874], [15.42509, 21.68767, 18.01529], [14.29150, 19.84782, 15.55372], [15.02897, 18.01005, 16.97113], [16.38220, 18.60842, 19.05944], [16.43824, 20.91080, 19.83803], [15.47252, 22.74936, 18.20760]], "forces_ev_per_a": [[0.8218, -0.7827, -2.1845], [-0.9039, -0.4527, 0.4876], [0.8810, 0.6235, 0.0820], [0.1821, 0.7352, 2.1397], [0.0827, -0.2000, -0.8843], [-0.7626, 0.1643, 0.2872], [0.0242, -0.0120, -0.3957], [0.1527, -0.0577, 0.1684], [-0.3897, 0.2172, 0.4349], [-0.1533, -0.2014, -0.2060], [-0.6804, -0.3277, -1.4671], [2.5507, 0.9345, 0.9123], [-0.2977, -1.4092, -0.2537], [1.3989, 1.6711, 0.0353], [0.2825, -0.8339, -0.1255], [-2.3787, 0.8848, -1.4638], [0.1232, -0.1834, 0.8160], [0.1325, 0.3259, 0.1341], [-0.2581, 0.0886, 0.3310], [0.1079, -0.1830, 0.0621], [-0.4763, -0.5860, -0.1687], [-0.6680, -0.0996, 0.5621], [-0.0244, 0.3512, -0.2304], [-0.0559, 0.2637, 0.2923], [0.2334, -0.8884, 0.5429], [0.2049, 0.1435, -0.2652], [0.5845, -1.1712, 0.0593], [-0.4108, -0.1112, -1.8186], [-0.3523, -1.0813, -0.9454], [-0.9866, 0.2120, 1.9060], [0.4233, 0.5096, 2.2648], [1.2520, 0.0398, -2.4684], [-0.1844, 0.5839, -0.4504], [-0.9442, 0.5144, 0.4601], [-0.0292, 0.6417, 0.0442], [0.1286, -0.2879, -0.2208], [0.1887, -0.4158, 0.1698], [0.0850, 0.5722, 1.1911], [0.3257, -0.2094, 0.3415], [-0.2625, 0.0648, -0.2676], [0.2153, -2.3724, 0.7397], [1.3177, 2.9448, -0.4434], [-0.7020, -0.4140, 0.6453], [0.7993, 0.7095, 0.6047], [-1.1794, -0.8540, -0.8699], [0.2896, -1.6086, -2.6336], [-0.2093, 1.6318, 2.0859], [-0.1298, 0.2541, 0.2521], [0.2272, -0.1688, 0.0910], [-0.0832, -0.2685, 0.4256], [0.1990, 0.5893, -0.0139], [-1.2384, 0.3961, 0.1544], [0.0826, -0.2876, -0.5173], [-0.1877, -0.6153, -0.1174], [0.5903, 0.0951, -0.4411], [-0.9631, 1.0473, 0.6683], [1.5301, -1.5862, -0.4774], [-0.0109, 0.5283, -1.3796], [-0.5560, -0.3560, 0.7090], [-1.9818, 1.1697, -0.3769], [1.0832, -0.8285, 1.4223], [-0.1772, -0.3485, 0.9345], [0.1414, -0.1882, -0.5050], [0.3854, -0.1863, 0.0542], [-0.2890, 0.2165, -0.0291], [-0.0629, 0.3927, -0.4459], [-0.3126, 0.2762, -0.5518], [0.5940, -0.2178, -0.0587], [0.5590, 0.1384, 0.0894], [0.1119, -0.1290, -0.1611], [0.3356, 0.3325, -0.9376], [0.2828, 0.1668, 2.5554], [0.8987, 1.1917, -2.1722], [-0.2908, -0.0244, 2.5973], [-0.5992, -1.4396, -2.3509], [-0.0502, -1.0648, -0.8559], [0.6176, 1.7954, 0.3609], [-0.5657, -0.3837, 0.1393], [-0.2653, 0.4449, -0.0656], [0.3435, 0.2300, -0.1540], [-0.1220, -0.2483, 0.4287], [-0.1708, -0.2311, 0.3062], [-0.5093, -0.3498, -0.1260], [-0.2233, -0.5524, 0.2368], [0.0846, 0.1910, -0.0821], [0.9146, 1.2095, 1.4476], [-0.0724, -3.1105, -1.0966], [1.4967, 4.7903, -1.0383], [-0.5569, -1.0941, 0.6218], [-0.2160, 0.5524, 0.0707], [-1.7999, -0.6775, 1.4444], [1.1119, -0.5828, -1.0758], [-0.5799, -0.3281, 0.4738], [-0.2328, 0.1185, -0.4835], [0.4649, -0.6908, 0.1486], [0.1059, -0.4166, -0.4049], [-0.6394, 0.1563, -0.2600], [0.0621, -0.1559, 0.0183], [-0.4869, -0.2236, 0.2437], [0.4462, 0.3010, -0.1504], [-1.8499, 0.6559, -0.6985], [1.2762, -1.1518, 1.9350], [-0.0863, 0.9922, -2.5003], [-1.1703, -0.1472, 2.6789], [-0.7017, -0.3913, -2.2601], [-0.2348, -0.2570, -0.0862], [0.6530, 0.1652, 1.1934], [0.4530, 0.2348, -0.2345], [-0.1088, -0.5487, -0.1500], [0.3416, -0.1241, 0.3945], [1.0372, -0.0822, 0.2474], [-0.2920, 0.0913, 0.0572], [0.3414, 0.0964, 0.1687], [0.4809, 0.4394, -0.5066], [-0.1409, -0.0716, -0.2054], [-2.1321, -0.9606, 1.8498], [1.0044, -1.1939, -1.0987], [-0.2578, 1.2846, 1.6538], [1.4036, 0.6180, -0.5164], [-0.5750, -0.5813, -0.2329], [0.4834, 1.2697, -1.0082], [0.5582, -1.0343, 0.1801], [-0.3518, -0.1182, 0.0354], [0.2702, 0.1298, -0.1856], [0.4798, 0.6144, -0.5166], [-0.1479, -0.2723, 0.5581], [0.0702, 0.4208, -0.5741], [-0.3041, 0.3042, -0.4369], [-0.2192, -0.2825, -0.1081], [-0.2286, 0.0573, 0.4201], [1.8423, 1.2148, 1.2599], [-0.5670, -2.3008, -0.4960], [-0.3474, 2.0346, -0.5778], [-0.8471, -2.9971, 0.3064], [0.4373, 0.9910, -0.4269], [-0.3604, 0.1326, 0.8760], [-0.4090, 0.3315, -0.7013], [-0.0217, 0.2943, -0.0374], [0.6786, 0.1553, 0.1405], [0.0633, 0.0058, -0.0534], [-0.3583, 0.2247, -0.1475], [0.8684, 0.7952, -1.0642], [1.6437, -0.5513, 1.1946], [-0.6080, -0.0566, 1.7412], [0.3746, -0.1264, -0.6616], [-1.8591, 0.2358, -0.3955], [-1.0169, -0.5051, -0.6224], [-0.2264, 0.0385, 0.2320], [0.7002, 0.4616, -0.2821], [0.1702, -0.1189, -0.2042], [-0.0255, -0.0438, 0.0476], [-0.0611, -0.1616, 0.1605], [1.0830, -0.0027, -0.2211], [-0.9614, -0.3160, -1.4496], [0.6174, 0.0553, 0.7532], [-0.5441, -0.6594, -1.1079], [0.3256, -1.2127, 1.0602], [0.2233, 1.9295, 1.4311], [-0.4818, -0.2141, 0.4342], [0.1473, 0.0080, 0.0212], [-0.1829, 0.4181, 0.0765], [0.0184, 0.0274, -0.0734], [-0.3365, 0.0016, -0.9038], [-0.3913, -0.2153, 0.3028], [-0.2973, 1.1504, -0.5127], [1.6160, -0.1339, 1.2964], [0.1444, 0.2570, -1.1344], [-0.5923, -0.7021, 0.5726], [0.6038, -1.0044, -0.5084], [0.2703, -0.2511, -0.4840], [-0.1296, -0.2185, -0.1500], [-0.3420, 0.0356, 0.0172], [-0.1800, 0.4394, 0.6724], [-0.5650, 0.5016, -0.0956], [1.0028, 2.7103, 0.5527], [-0.6680, -2.7804, 0.2023], [0.8530, 0.9009, 1.6377], [-0.1485, 0.2764, -0.9080], [-1.2603, 0.5888, -1.5597], [0.2557, -2.0532, 0.4117], [-0.1690, 0.3531, -0.2458], [0.2869, 0.0035, -0.3058], [-0.2799, -0.3265, 0.1046], [0.2558, 0.2751, -0.1319], [-0.0710, 0.0337, 0.3009]]}

***

# 2
{"formula": "C6H14NO", "method": "ωB97M-V/def2-TZVPD", "multiplicity": 1, "total_charge": 1, "e_homo_ev": -12.272, "homo_lumo_gap_ev": 3.9, "symbols": ["O", "C", "C", "C", "C", "C", "C", "N", "H", "H", "H", "H", "H", "H", "H", "H", "H", "H", "H", "H", "H", "H"], "positions_angstrom": [[-1.66472, -0.13418, -0.33144], [-1.54947, -0.09725, 0.85575], [-0.38262, 0.61095, 1.46844], [0.60758, 1.28363, 0.72909], [1.28950, 0.44657, -0.42394], [1.69839, -0.95957, 0.02934], [2.66688, -0.96890, 1.19948], [-3.81567, 0.19303, -2.96922], [-2.30288, -0.52626, 1.53404], [-0.38637, 0.69259, 2.55849], [-4.10290, -0.68651, -3.37307], [1.34723, 1.71609, 1.39985], [0.09561, 2.12520, 0.20802], [0.61186, 0.38067, -1.27295], [2.15827, 1.01848, -0.73115], [0.79607, -1.50648, 0.31334], [2.12662, -1.46645, -0.82848], [2.96579, -1.98272, 1.46938], [2.23729, -0.50504, 2.08822], [3.57811, -0.42092, 0.96817], [-4.64708, 0.74380, -2.79723], [-3.32750, 0.04328, -2.09415]], "forces_ev_per_a": [[0.0795, 0.0819, -0.5130], [-0.6520, -0.3779, 0.2805], [-0.0989, 0.6924, 0.2970], [0.7691, -0.0459, 0.4486], [-0.1633, -0.4560, -0.6069], [-0.1523, 0.3580, 0.4509], [0.2228, -0.0506, -0.0569], [0.1309, 0.3131, -0.0254], [0.1509, 0.0144, 0.0542], [0.0712, -0.1853, -0.0559], [0.0509, -0.1138, 0.1167], [-0.0223, 0.0772, -0.0430], [-0.1776, -0.2188, -0.1346], [0.0063, 0.0736, 0.0772], [0.0903, 0.2063, 0.0306], [-0.0555, -0.1846, -0.1504], [0.0745, -0.0641, -0.1602], [-0.1205, 0.0559, -0.0072], [-0.0815, -0.0280, 0.1736], [0.0778, 0.0629, -0.0709], [0.0379, -0.0348, 0.0421], [-0.2382, -0.1757, -0.1471]]}